[1]
148
Properties=species:S:1:pos:R:3 method="wB97M-V/def2-TZVPD" relative_energy_kcal_mol=0.00 total_charge=+3 fmax_ev_per_a=4.31 gap_ev=9.58
O 0.30142 1.99395 3.69061
O 4.12962 0.80229 5.52224
O 2.68624 0.12292 7.12211
O -2.67591 3.03317 -0.08134
O -1.07947 0.53694 -1.43210
O 0.37847 0.50088 -5.59807
O 6.41423 -3.33214 -5.39355
O -1.14208 -3.23042 -0.78052
O -0.15138 -2.19664 -7.33477
O -0.53630 -1.67951 8.25625
O -0.93093 3.36180 4.85052
O 2.10635 0.86583 -4.19914
O -1.43550 -2.84943 -2.96631
O 0.10312 -2.04494 5.38822
O -4.98635 2.90747 -0.60386
O 1.73216 -1.16967 -4.82943
O -3.61916 7.94615 5.41135
O 1.15421 4.01047 4.37005
O 2.75113 -0.90167 5.09982
N 1.24497 -2.80428 9.03526
N -0.74699 5.76895 5.32728
N -2.75821 -0.16263 6.29148
N 1.86385 -0.20163 -0.71248
N 4.72649 -1.34331 -7.02827
N 0.43747 -4.54775 -4.14720
N -2.49067 -0.10657 -7.47568
C -3.46223 -0.60256 -8.54613
C -3.85664 2.96098 -0.34505
C 3.59299 -2.28962 -7.18586
C -3.19287 1.00022 -6.75265
C 1.67715 -0.71897 0.71740
C 4.59273 -0.21501 -7.99086
C 6.35330 -3.40108 -6.85896
C 6.06581 -2.07843 -7.43513
C 0.58993 -0.81139 10.25340
C -4.76447 8.16520 6.32186
C -2.65199 5.83805 3.60943
C 0.15743 3.06529 4.23355
C -2.72862 6.96428 5.95935
C -3.44526 -2.78258 -1.44550
C -0.76020 -1.02940 4.90011
C 0.38530 -1.79955 9.13236
C -1.48054 -2.46813 -7.15609
C -3.49645 0.65995 5.22092
C 4.72742 -0.76121 -5.61220
C -1.87850 -2.99779 -1.69836
C 1.41957 -1.26297 -1.68337
C -0.08022 -5.84142 -4.70521
C -3.10521 0.58816 7.54291
C 3.28417 0.14358 -0.92326
C -1.86969 6.55730 4.79638
C -2.26362 -1.22690 -6.56595
C 3.10230 -0.02013 5.99047
C 1.11523 1.04305 -1.01868
C -0.23669 1.22985 -0.52800
C -3.34641 -1.58176 6.29840
C 1.16747 -3.88210 8.05085
C -1.30928 -0.05373 6.02873
C 1.26041 0.00960 -4.94774
C -1.22654 0.36122 -8.13864
H 2.71304 -1.77597 -6.85555
H -0.35401 0.99267 0.58190
H 6.94271 -4.01441 -5.05286
H -0.74857 -0.00754 6.98512
H -2.59894 4.69333 3.67131
H 1.98724 -2.18909 -1.52375
H -4.04842 -3.61053 -1.12863
H 3.81864 -0.30213 -5.49775
H -2.56951 1.13073 -5.81560
H 1.34849 -0.07762 9.82985
H 1.53005 -3.40290 7.15844
H 0.49401 -6.30366 -5.55332
H -0.28793 -0.32553 4.20525
H 0.80857 -3.95531 -4.89087
H 3.33536 0.69932 -1.85643
H 0.61459 -1.02092 0.84333
H -0.50238 0.67139 -7.45160
H -2.23078 6.02728 2.62230
H -2.79932 -1.04622 -9.23076
H -3.84578 0.27411 -8.97952
H -3.27928 0.17809 4.28978
H -1.90317 -2.82029 -8.11114
H -1.09607 0.92816 5.60655
H -4.20070 0.76802 -6.40949
H -3.27266 1.91263 -7.35426
H 1.88544 -4.55096 8.47233
H -3.39177 -2.13695 -0.59006
H -3.34521 1.74762 5.22373
H -1.74907 -0.74466 -5.74801
H 5.95805 -2.41035 -8.52081
H 3.86240 -3.15531 -6.59374
H -1.51802 1.21817 -8.73020
H -5.02935 7.18099 6.76028
H -0.16051 -2.14603 6.38013
H 4.83887 -1.53218 -4.86975
H -3.70515 6.10539 3.57982
H 0.10391 -6.50393 -3.79178
H -1.67781 -3.33400 -6.48465
H -0.57704 5.95362 6.32763
H -0.90470 4.67364 5.13255
H -2.05370 7.43781 6.76696
H 2.01604 0.00719 1.42465
H 1.09409 -4.80791 -3.42426
H 1.08535 1.04767 -2.11091
H -2.63590 -0.05465 8.24922
H 1.86405 1.80680 -4.37211
H -4.26562 -1.18184 -8.07300
H 6.86771 -1.34460 -7.39880
H -3.94471 -2.20547 -2.21400
H -0.37874 -0.40247 10.44711
H -1.97735 0.65683 -1.10775
H 1.76220 1.92241 -0.65020
H -4.60706 8.90980 7.04565
H -1.53093 7.49603 4.42567
H 0.13992 -4.29282 8.02838
H 0.84937 -1.33989 11.16695
H -4.19674 0.68142 7.62035
H -0.43250 2.33108 -0.59462
H -4.54850 0.45828 5.38785
H 5.51265 0.04873 -5.49230
H 2.08836 -1.61492 5.28384
H -2.91148 -2.07730 7.15960
H -1.17695 -5.76095 -4.81375
H -3.07816 -2.02200 5.35535
H 3.56437 0.68022 -0.02978
H -0.93015 -0.48964 -8.71814
H 2.01733 3.69576 4.05851
H -1.53659 -1.53321 4.26910
H 0.17314 5.99285 5.01141
H -5.61288 8.52437 5.71154
H 0.30615 -1.81917 -6.57038
H 3.80521 -0.75740 -0.97587
H 7.33719 -3.79206 -7.28189
H 0.41330 -1.53818 -1.44385
H 5.60424 -4.14380 -7.09947
H -2.62149 1.53243 7.55992
H 4.78226 0.25572 5.05467
H 3.88707 0.52678 -7.64879
H -4.45869 -1.54660 6.32264
H 2.18626 -1.70454 0.78691
H 1.33803 -0.79893 -2.68341
H 5.50721 0.36124 -8.09227
H 1.85734 -2.98570 9.85782
H -3.24896 6.14469 6.49555
H 3.42147 -2.64137 -8.23772
H -3.24710 -1.53859 -6.25108
H -0.54704 -3.31793 -3.19007
H 4.20308 -0.63714 -8.94594



[2]
9
Properties=species:S:1:pos:R:3 method="wB97M-V/def2-TZVPD" relative_energy_kcal_mol=94.11 smiles="[H]/N=C/N1C=C1" total_charge=0 fmax_ev_per_a=0.40 gap_ev=9.74
N -1.20785 0.98760 -0.31237
N 0.20089 -0.52297 0.71195
C 1.42843 -0.76429 -0.11563
C 1.24560 0.43723 0.26644
C -1.02884 -0.20270 0.09336
H 1.97174 -1.60981 -0.50722
H 1.35114 1.50581 0.32198
H -1.79288 -0.98703 0.13866
H -2.16824 1.15616 -0.59717



[3]
8
Properties=species:S:1:pos:R:3 method="wB97M-V/def2-TZVPD" relative_energy_kcal_mol=61.64 smiles=C#C.C#C total_charge=0 fmax_ev_per_a=6.73 gap_ev=11.60
C 1.46772 0.65271 -0.09999
C 2.06704 -0.40638 0.11162
C -2.33028 0.00275 0.02864
C -1.20776 -0.24996 -0.18380
H 0.80043 1.53044 0.09453
H -0.20624 -0.45515 -0.54657
H 2.78359 -1.20578 0.06278
H -3.37449 0.13136 0.53279



[4]
22
Properties=species:S:1:pos:R:3 method="wB97M-V/def2-TZVPD" relative_energy_kcal_mol=2.34 total_charge=-2 fmax_ev_per_a=6.30 gap_ev="5.52 / 5.51"
O -2.69777 1.89132 0.73648
O -4.19835 0.57576 -0.18647
N -2.98964 0.76559 0.22062
N -2.63141 -2.35409 -1.13136
C -2.31281 -1.38806 -0.57830
C -0.54571 -0.17461 0.50441
C -1.96236 -0.34223 0.13524
C -0.03417 1.21777 0.02460
C 1.65706 -0.74219 1.27213
C 2.75973 -1.32107 0.32752
C -0.07867 1.27170 -1.51575
C 0.23237 -1.18839 0.89285
H 1.99108 0.27900 1.30001
H 1.86027 -1.18101 2.29908
H -0.68456 1.92560 0.45034
H -0.45097 2.30967 -1.76562
H 2.46826 -1.17398 -0.77551
H -0.96026 0.66558 -1.71351
H 1.07364 1.33796 0.28522
H 3.80939 -0.82752 0.53142
H 2.88371 -2.34460 0.63901
H 0.81118 0.79784 -1.95241



[5]
49
Properties=species:S:1:pos:R:3 method="wB97M-V/def2-TZVPD" relative_energy_kcal_mol=104.18 smiles=CNCCNCO.O.O.O.O.O.O.O.O.O.O total_charge=0 fmax_ev_per_a=3.32 gap_ev=8.85
O 1.32051 -1.81888 2.81180
O -1.44395 3.83525 -0.34615
O -1.20334 1.13789 -2.30976
O -1.12947 -3.01146 -2.22386
O 1.18340 3.77185 -1.11372
O -1.09318 -2.39273 1.13333
O -3.55017 0.95299 1.22572
O -0.25609 2.00763 2.57114
O -1.59399 -0.08194 3.56095
O 0.58331 -1.49016 -3.64721
O -2.46999 -1.03559 -0.62982
N 0.70373 1.54597 -0.41661
N 1.71198 -1.41806 -0.94427
C 1.81825 -2.72281 -0.30781
C 2.44055 -0.33697 -0.28135
C 1.34192 0.50794 0.45892
C 1.66997 2.38558 -1.05240
H -1.10733 -2.47396 -3.01707
H 2.57275 -3.32062 -0.75879
H 0.58973 3.95736 -0.37641
H 1.73061 1.23860 1.19944
H -0.59093 1.48546 1.83190
H 1.88385 2.28414 -2.10709
H 1.14132 -0.70870 -3.61855
H -1.04200 3.05145 -0.73922
H -1.35067 -2.47218 -1.44808
H -0.55146 0.52532 -2.70186
H 2.67617 2.42775 -0.53110
H 1.12253 -2.22076 -3.32900
H -0.16225 1.38459 -0.96224
H -3.35011 1.54133 1.96482
H 0.72687 -1.18267 -0.94567
H -1.87539 -0.29810 -0.44916
H 3.04575 0.17883 -1.02970
H -2.04753 -2.43122 1.25317
H 2.11109 -2.36342 2.68697
H -1.56009 0.88285 3.48257
H 1.68163 -1.00789 2.40441
H 1.84458 -2.75054 0.80401
H 0.59036 2.40924 2.38490
H -0.74723 -2.28879 2.03269
H -1.85694 0.43223 -2.14381
H 0.47202 -0.07272 0.73034
H 3.17834 -0.70984 0.44875
H -1.92062 3.67466 0.46818
H 0.77722 -3.06772 -0.35120
H -4.11280 1.50362 0.66345
H -0.66147 -0.25747 3.74424
H -3.24145 -1.18731 -0.07978



[6]
43
Properties=species:S:1:pos:R:3 method="wB97M-V/def2-TZVPD" smiles="c1ccc(Sc2cccc3ccccc23)c(CNC2=NCCN2)c1" total_charge=0 fmax_ev_per_a=0.58 gap_ev=8.12
S 0.63937 -0.41884 2.13449
N -1.97332 1.02248 -1.27544
N -3.51203 0.46628 0.46343
N -4.19424 1.70908 -1.29992
C 2.72534 -1.14889 -0.14266
C 3.32863 1.17813 -0.52379
C 3.56310 -1.53394 -1.15215
C 1.69209 0.67861 1.20321
C 4.17312 0.74627 -1.56781
C -0.78746 -0.84517 -0.23519
C -1.38797 -1.70447 -1.14877
C -0.23484 -2.77326 1.11506
C -0.86435 -3.60614 0.21113
C 2.56261 0.21145 0.18659
C -0.83858 0.64802 -0.46261
C -5.37649 1.49799 -0.49101
C -1.42713 -3.06982 -0.93575
C 3.24788 2.53915 -0.16294
C -4.95632 0.49935 0.62018
C -3.22733 1.08647 -0.74257
C 2.44798 2.94082 0.86979
C 1.65802 2.00634 1.54881
C -0.17736 -1.40279 0.88730
C 4.28230 -0.57845 -1.88340
H 1.00503 2.33060 2.34523
H -0.90591 -4.66863 0.39679
H 0.22238 -3.17352 2.00781
H -3.01979 -0.37671 0.71472
H 2.40041 3.97987 1.15863
H 4.74054 1.48970 -2.10926
H -1.90445 -3.71322 -1.65922
H -5.40487 -0.48992 0.46739
H 4.93254 -0.89858 -2.68401
H -5.69763 2.45544 -0.06968
H 3.67792 -2.58171 -1.38672
H 3.84080 3.25584 -0.71226
H 0.07171 0.96809 -0.97905
H 2.19445 -1.89732 0.42343
H -1.84887 -1.27623 -2.02620
H -5.22022 0.85406 1.61930
H -0.87083 1.15447 0.51270
H -6.18736 1.11492 -1.11590
H -1.82098 1.70049 -2.00393